Record 1
12
Properties=species:S:1:pos:R:3 method="wB97M-V/def2-TZVPD" total_energy_ha=-1039.7486 homo_energy_ev=-8.51 lumo_energy_ev=0.1048 charge=0 smiles="N/N=C/N(S)C=S" e_above_lowest_kcal_mol=84.6
N 1.844 1.166 1.364
N 1.104 0.717 0.204
C -0.001 0.192 0.351
N -0.682 -0.372 -0.756
S 0.044 -0.706 -2.229
C -1.985 -0.810 -0.509
S -2.893 -1.858 -1.449
H 2.868 0.928 1.080
H 1.547 0.628 2.198
H -0.510 -0.055 1.314
H 0.975 0.489 -2.084
H -2.311 -0.319 0.515

---

Record 2
54
Properties=species:S:1:pos:R:3 method="wB97M-V/def2-TZVPD" total_energy_ha=-1339.4546 homo_energy_ev=-9.08 lumo_energy_ev=0.5329 charge=0 smiles="C/C(=N/OC(=O)c1ccc(C)cc1)c1ccc(N2C(=O)[C@H]3CCCC[C@H]3C2=O)cc1" e_above_lowest_kcal_mol=24.9
C 5.391 2.027 -0.312
C 4.334 0.979 -0.249
N 4.696 -0.206 0.026
O 3.634 -1.127 0.091
C 3.946 -2.400 0.427
O 5.050 -2.801 0.672
C 2.707 -3.216 0.440
C 1.456 -2.672 0.153
C 0.333 -3.475 0.171
C 0.427 -4.828 0.475
C -0.794 -5.695 0.512
C 1.679 -5.364 0.763
C 2.808 -4.572 0.746
C 2.924 1.357 -0.492
C 2.281 2.290 0.315
C 0.927 2.527 0.171
C 0.208 1.842 -0.799
N -1.193 2.032 -0.913
C -2.084 0.977 -1.034
O -1.781 -0.186 -1.035
C -3.480 1.557 -1.157
C -4.440 0.895 -0.168
C -4.000 1.125 1.280
C -3.519 2.566 1.532
C -3.927 3.513 0.407
C -3.308 3.058 -0.921
C -1.806 3.274 -0.869
O -1.230 4.324 -0.790
C 0.848 0.945 -1.645
C 2.197 0.700 -1.482
H 6.360 1.585 -0.103
H 5.181 2.812 0.412
H 5.398 2.479 -1.303
H 1.362 -1.624 -0.085
H -0.629 -3.038 -0.059
H -0.599 -6.656 0.040
H -1.082 -5.885 1.546
H -1.628 -5.214 0.008
H 1.764 -6.415 1.000
H 3.782 -4.981 0.966
H 2.831 2.804 1.089
H 0.430 3.237 0.812
H -3.827 1.351 -2.175
H -5.441 1.298 -0.328
H -4.472 -0.176 -0.370
H -4.840 0.889 1.935
H -3.196 0.429 1.522
H -3.924 2.933 2.476
H -2.431 2.583 1.623
H -3.579 4.524 0.626
H -5.014 3.542 0.316
H -3.718 3.665 -1.732
H 0.289 0.424 -2.405
H 2.693 -0.010 -2.126

---

Record 3
252
Properties=species:S:1:pos:R:3 method="wB97M-V/def2-TZVPD" total_energy_ha=-5270.2334 homo_energy_ev=-8.45 lumo_energy_ev=-0.0376 charge=0
C 1.931 3.445 5.650
C 2.508 4.619 6.406
C 4.040 4.666 6.759
O 4.950 4.548 5.698
C 6.317 4.389 6.086
N 2.211 5.701 5.559
H 0.965 3.671 5.200
H 1.688 2.603 6.299
H 2.609 2.985 4.931
H 1.988 4.826 7.341
H 4.268 3.831 7.420
H 4.232 5.548 7.371
H 6.609 5.294 6.619
H 6.932 4.336 5.187
H 6.358 3.480 6.686
H 3.113 5.753 5.107
H 2.160 6.534 6.127
C -4.133 -4.094 -3.530
C -5.344 -4.152 -4.447
C -6.362 -5.209 -3.877
O -7.576 -5.120 -4.640
C -8.765 -5.687 -4.097
N -6.096 -2.949 -4.370
H -4.299 -4.233 -2.462
H -3.653 -3.115 -3.561
H -3.425 -4.822 -3.927
H -4.971 -4.354 -5.451
H -6.584 -4.940 -2.845
H -6.058 -6.253 -3.958
H -9.583 -5.609 -4.812
H -9.132 -5.130 -3.235
H -8.806 -6.764 -3.936
H -6.025 -2.693 -3.395
H -7.044 -3.295 -4.374
C -0.350 -2.397 5.115
C -0.601 -0.965 5.675
C -1.867 -0.279 5.100
O -1.818 1.135 5.455
C -2.975 1.831 5.109
N -0.634 -0.919 7.189
H -1.171 -3.094 5.288
H 0.376 -2.999 5.661
H -0.224 -2.376 4.033
H 0.216 -0.351 5.296
H -2.794 -0.763 5.407
H -1.914 -0.366 4.014
H -3.872 1.418 5.571
H -3.209 1.900 4.046
H -2.834 2.817 5.551
H -1.503 -1.348 7.473
H -0.741 0.063 7.397
C 4.326 0.549 5.925
C 3.150 -0.377 6.549
C 3.249 -1.903 6.444
O 3.420 -2.172 5.031
C 3.736 -3.624 4.935
N 3.185 0.122 7.818
H 3.960 0.430 4.905
H 5.339 0.160 6.027
H 4.241 1.608 6.169
H 2.179 -0.226 6.077
H 2.346 -2.342 6.869
H 4.076 -2.326 7.013
H 3.641 -3.920 3.890
H 2.984 -4.265 5.396
H 4.758 -3.983 5.056
H 4.112 0.156 8.216
H 2.792 -0.534 8.478
C -1.631 -1.516 -5.192
C -2.068 -0.016 -5.395
C -0.978 1.000 -5.038
O -1.476 2.373 -5.212
C -2.170 2.842 -4.014
N -2.503 0.040 -6.803
H -0.723 -1.631 -5.786
H -2.373 -2.212 -5.584
H -1.382 -1.717 -4.150
H -2.975 0.186 -4.825
H -0.154 0.745 -5.705
H -0.598 0.807 -4.035
H -1.393 3.074 -3.286
H -2.729 2.051 -3.514
H -2.740 3.749 -4.216
H -2.748 0.954 -7.156
H -1.751 -0.268 -7.404
C 0.642 5.532 2.269
C 1.550 6.762 2.271
C 1.521 7.387 0.903
O 1.470 6.487 -0.216
C 1.562 7.221 -1.473
N 1.122 7.715 3.358
H -0.400 5.705 1.999
H 0.636 5.029 3.236
H 1.043 4.859 1.511
H 2.509 6.338 2.569
H 2.268 8.157 0.709
H 0.565 7.907 0.851
H 0.634 7.741 -1.709
H 1.607 6.609 -2.373
H 2.387 7.903 -1.679
H 1.743 8.497 3.206
H 1.441 7.378 4.255
C 0.646 1.363 2.255
C 0.314 0.052 1.454
C -0.999 0.177 0.595
O -1.310 -1.109 -0.099
C -1.882 -1.015 -1.374
N 1.371 -0.202 0.540
H 1.494 1.337 2.939
H -0.167 1.676 2.909
H 0.936 2.128 1.535
H 0.078 -0.780 2.117
H -0.948 0.940 -0.182
H -1.866 0.338 1.236
H -1.324 -0.231 -1.887
H -2.927 -0.712 -1.322
H -1.608 -1.907 -1.938
H 1.084 -1.007 0.001
H 1.485 0.609 -0.051
C 1.594 -2.061 -3.317
C 1.943 -3.190 -4.276
C 3.444 -3.015 -4.736
O 4.445 -3.605 -3.863
C 5.783 -3.621 -4.466
N 1.666 -4.489 -3.608
H 1.432 -1.150 -3.894
H 2.437 -1.905 -2.644
H 0.764 -2.131 -2.614
H 1.350 -3.135 -5.188
H 3.674 -1.997 -5.049
H 3.516 -3.661 -5.611
H 5.857 -3.998 -5.486
H 6.349 -4.468 -4.080
H 6.373 -2.725 -4.273
H 2.474 -4.816 -3.097
H 1.062 -4.499 -2.798
C 5.635 2.414 2.897
C 4.435 3.290 2.452
O 4.644 4.600 2.731
O 6.954 2.803 2.480
H 5.427 1.364 2.693
H 5.699 2.496 3.982
H 3.489 2.883 2.811
H 4.404 3.079 1.383
H 4.263 4.722 3.604
H 7.137 3.696 2.781
C 5.340 0.253 -3.681
C 5.808 1.438 -2.795
O 4.717 1.989 -2.120
O 4.777 0.743 -4.911
H 4.790 -0.430 -3.033
H 6.210 -0.364 -3.908
H 6.303 2.215 -3.377
H 6.538 1.052 -2.083
H 5.069 2.689 -1.566
H 3.914 1.058 -4.632
C -6.529 -1.344 -1.077
C -5.766 -0.956 0.250
O -6.715 -1.317 1.250
O -6.285 -2.680 -1.421
H -6.147 -0.760 -1.914
H -7.606 -1.176 -1.068
H -5.516 0.101 0.337
H -4.804 -1.457 0.356
H -7.411 -0.660 1.174
H -6.590 -3.307 -0.761
C 2.424 3.010 -4.828
C 1.967 3.026 -6.322
O 0.611 3.526 -6.393
O 1.877 1.791 -4.199
H 2.072 3.919 -4.338
H 3.478 3.237 -4.670
H 1.936 1.997 -6.680
H 2.614 3.605 -6.980
H 0.084 2.969 -5.816
H 1.805 2.031 -3.272
C 1.967 -4.062 0.602
C 2.198 -5.354 1.399
O 1.116 -5.593 2.305
O 0.950 -4.303 -0.377
H 2.917 -4.046 0.068
H 1.687 -3.266 1.292
H 3.160 -5.360 1.912
H 2.375 -6.224 0.767
H 0.389 -5.030 2.031
H 0.144 -4.022 0.062
C 0.285 -8.535 -2.887
C -0.409 -7.209 -3.091
O -1.827 -7.287 -2.995
O 1.698 -8.407 -2.987
H -0.092 -9.235 -3.633
H -0.096 -8.835 -1.911
H -0.060 -6.889 -4.073
H -0.102 -6.412 -2.414
H -2.135 -7.701 -3.804
H 2.094 -9.104 -2.459
C 1.249 3.355 -1.283
O 1.271 2.224 -1.669
N 2.189 3.788 -0.534
N 0.435 4.224 -1.758
H 2.161 4.727 -0.165
H 2.848 3.056 -0.310
H -0.267 3.916 -2.416
H 0.389 5.124 -1.302
C 4.542 -1.382 1.873
O 5.539 -2.002 2.174
N 4.390 -0.850 0.742
N 3.526 -1.025 2.618
H 5.059 -1.026 0.006
H 3.463 -0.475 0.600
H 3.608 -1.376 3.561
H 2.613 -0.778 2.263
C -2.303 -3.924 2.118
O -1.297 -4.375 1.513
N -2.985 -4.572 2.975
N -2.879 -2.742 1.836
H -2.561 -5.473 3.142
H -3.956 -4.359 3.154
H -2.347 -2.118 1.247
H -3.811 -2.505 2.144
C -3.828 -6.433 -0.366
O -4.507 -6.043 0.568
N -2.712 -5.899 -0.602
N -4.096 -7.449 -1.122
H -2.126 -6.383 -1.268
H -2.461 -5.117 -0.015
H -3.478 -7.673 -1.889
H -4.909 -7.976 -0.838
C -2.376 6.034 -1.973
O -1.693 6.329 -1.041
N -2.135 6.492 -3.205
N -3.480 5.333 -1.951
H -1.480 7.258 -3.258
H -2.774 6.211 -3.935
H -3.721 4.861 -1.091
H -4.101 5.214 -2.739
C -6.221 2.351 -4.000
O -5.660 3.414 -4.143
N -6.349 1.680 -2.851
N -7.012 1.737 -4.902
H -7.019 0.931 -2.749
H -5.952 2.049 -1.999
H -7.361 0.821 -4.661
H -6.943 2.057 -5.857
C -3.670 2.892 0.337
O -4.335 2.672 -0.669
N -2.360 3.094 0.391
N -4.131 3.130 1.587
H -1.877 3.164 1.276
H -1.860 2.940 -0.473
H -5.114 3.189 1.814
H -3.491 3.667 2.154

---

Record 4
7
Properties=species:S:1:pos:R:3 method="wB97M-V/def2-TZVPD" total_energy_ha=-467.6224 homo_energy_ev=-2.98 lumo_energy_ev=3.4538 charge=-1 e_above_lowest_kcal_mol=15.7
C 0.611 1.745 0.065
N -0.521 1.952 0.016
O 0.634 -1.398 0.174
I -3.280 -0.464 0.189
H -0.204 -1.752 -0.357
H 1.100 -2.182 0.000
H 1.660 2.100 -0.087